DFT (ωB97M-V/def2-TZVPD) results for a cluster of 2 separate species, C3H6FNOSi in total at a distorted geometry.

The geometry in ORCA input format:
```
! wB97M-V def2-TZVPD RIJCOSX def2/J DEFGRID3
* xyz 0 3
C 0.08196 1.61632 0.57462
C -1.60848 -0.80445 -2.05439
C -0.39934 -0.22379 -2.00477
N -0.13185 2.62440 0.08742
O 0.24839 0.64823 1.35025
F 0.75332 -0.57791 -1.34027
Si 1.21868 -0.39211 2.16619
H -2.49863 -0.31207 -2.39265
H -1.74984 -1.89454 -1.70545
H -0.26902 0.79437 -2.28016
H 1.52527 -1.59844 1.45569
H 2.41453 0.44067 2.61809
H 0.41503 -0.32068 3.52544
*
```

Results
* HOMO (spin up / spin down): -0.2167 / -0.4037 Eh
* Kohn-Sham gap (spin up / spin down): 6.4650 / 8.6089 eV
* <S²>: 2.01
* LUMO energy (spin up / spin down): 0.57 / -2.38 eV

Atom-resolved charges from Löwdin, all expressed in e: -0.454 0.017 -0.233 0.160 -0.215 -0.025 0.645 0.056 0.095 0.090 -0.065 -0.047 -0.023